(a)
Here is a molecular structure, C5H10N2O from the OMol25 dataset. Energies are from ωB97M-V/def2-TZVPD.

Geometry as ORCA input:
```
! RIJCOSX wB97M-V def2-TZVPD def2/J DEFGRID3
* xyz 0 1
C 1.73 0.09 -0.43
C -0.49 -1.56 -0.47
C 2.44 0.64 0.77
N -0.10 -0.23 -0.07
C -0.59 0.93 -0.21
C -2.47 0.63 0.25
N -3.16 -0.40 0.20
O -0.30 2.08 -0.26
H -4.18 -0.30 0.18
H -2.87 1.63 0.48
H 1.73 0.75 -1.29
H 2.04 -0.92 -0.70
H -0.20 -1.74 -1.51
H -1.56 -1.69 -0.37
H 0.03 -2.27 0.17
H 2.10 1.65 1.01
H 2.32 0.00 1.65
H 3.52 0.71 0.58
*
```

Computed properties:
highest occupied orbital energy: -7.89 eV
frontier orbital gap: 8.821 eV
LUMO energy: 0.93 eV

(b)
Here is 2 unconnected molecules or ions with the total composition C5H10N2O from the OMol25 dataset. Energies are from ωB97M-V/def2-TZVPD.

Geometry as ORCA input:
```
! RIJCOSX wB97M-V def2-TZVPD def2/J DEFGRID3
* xyz 0 1
C -1.07 2.74 0.00
O -2.31 1.93 -0.16
H -2.14 1.04 -0.42
H -0.26 2.03 -0.19
H -0.90 3.28 0.93
H -1.28 3.58 -0.65
C -1.02 -2.20 -0.65
C 0.33 -0.86 1.07
C 0.20 -1.45 -0.11
C 2.08 -0.16 -0.31
N 1.50 0.00 1.04
N 1.23 -0.91 -0.95
H -0.14 -1.05 2.03
H 1.92 0.58 1.72
H -0.63 -3.08 -1.20
H -1.81 -1.67 -1.22
H 3.04 0.23 -0.54
H -1.55 -2.49 0.19
*
```

Computed properties:
highest occupied orbital energy: -9.13 eV
frontier orbital gap: 9.963 eV
structure (SMILES): Cc1c[nH]cn1.CO
LUMO energy: 0.83 eV

(c)
Here is C5H10N2O in the gas phase from the OMol25 dataset. Energies are from ωB97M-V/def2-TZVPD.

Geometry as ORCA input:
```
! RIJCOSX wB97M-V def2-TZVPD def2/J DEFGRID3
* xyz 0 1
N -1.40 0.34 1.09
C -0.59 0.49 -0.12
C 0.66 -0.40 0.01
C 1.92 0.39 0.17
C 2.55 0.56 1.32
C -1.42 0.14 -1.34
N -1.87 -1.14 -1.49
O -1.44 0.89 -2.31
H -0.95 0.14 1.96
H -2.39 0.44 1.06
H -0.33 1.52 -0.27
H 0.77 -1.11 -0.81
H 0.57 -1.12 0.81
H 2.37 0.77 -0.74
H 3.52 1.03 1.51
H 2.21 0.21 2.29
H -2.00 -1.76 -0.70
H -2.18 -1.40 -2.41
*
```

Computed properties:
highest occupied orbital energy: -9.09 eV
frontier orbital gap: 9.987 eV
structure (SMILES): C=CC[C@H](N)C(N)=O
LUMO energy: 0.90 eV

If we sort the structures by their calculated energies, the order from most to least stable is (c), (b), (a).

(a)
Here is 4 unconnected molecules or ions with the total composition CH10NO4 from the OMol25 dataset. Energies are from ωB97M-V/def2-TZVPD.

Geometry as ORCA input:
```
! RIJCOSX wB97M-V def2-TZVPD def2/J DEFGRID3
* xyz -1 1
N 1.71 1.31 -0.06
C 1.68 0.23 -1.07
O 1.22 -0.99 -0.61
H 0.74 1.49 0.14
H 2.18 0.87 0.72
H 1.03 0.63 -1.86
H 2.71 0.03 -1.40
H -0.91 -0.55 1.86
H 0.24 -1.50 1.60
O -0.26 -1.10 2.33
H -2.12 0.02 0.18
H -3.27 0.96 0.44
O -2.62 0.48 0.95
H 0.22 -1.06 -0.65
H -1.20 -0.03 -1.57
O -1.33 -0.79 -1.00
*
```

Computed properties:
highest occupied orbital energy: -4.76 eV
frontier orbital gap: 8.937 eV
LUMO energy: 4.17 eV

(b)
Here is 4 unconnected molecules or ions with the total composition CH10NO4 from the OMol25 dataset. Energies are from ωB97M-V/def2-TZVPD.

Geometry as ORCA input:
```
! RIJCOSX wB97M-V def2-TZVPD def2/J DEFGRID3
* xyz -1 1
N 0.70 -0.09 1.99
C -0.15 -0.53 0.83
O -0.53 0.36 -0.16
H 0.84 0.95 2.07
H 0.36 -0.37 2.88
H 0.21 -1.41 0.30
H -1.18 -0.54 1.30
H 1.35 0.94 -2.11
H 0.74 0.43 -0.64
O 1.58 0.32 -1.41
H 1.07 -1.35 -2.09
H 0.35 -2.74 -1.62
O 0.66 -2.24 -2.50
H -1.69 1.52 -0.03
H -1.88 2.64 0.85
O -2.44 2.11 0.34
*
```

Computed properties:
highest occupied orbital energy: -4.19 eV
frontier orbital gap: 8.294 eV
LUMO energy: 4.10 eV

If we sort the structures by their calculated energies, the order from most to least stable is (a), (b).

(a)
Here is C2H3NO2S2 in the gas phase from the OMol25 dataset. Energies are from ωB97M-V/def2-TZVPD.

Geometry as ORCA input:
```
! RIJCOSX wB97M-V def2-TZVPD def2/J DEFGRID3
* xyz 0 1
C 0.24 -0.69 -0.03
C -0.63 -1.55 -0.92
N 0.42 2.69 1.56
O 0.63 -0.86 1.06
O -0.45 2.22 2.23
S 0.87 0.78 -1.06
S 1.43 2.41 0.46
H -0.26 -1.53 -1.84
H -1.60 -0.95 -1.10
H -0.64 -2.50 -0.35
*
```

Computed properties:
highest occupied orbital energy (alpha / beta): -8.98 / -8.98 eV
frontier orbital gap (alpha / beta): 8.128 / 8.129 eV
structure (SMILES): CC(=O)SSN=O
LUMO energy (alpha / beta): -0.85 / -0.85 eV

(b)
Here is C2H3NO2S2 in the gas phase from the OMol25 dataset. Energies are from ωB97M-V/def2-TZVPD.

Geometry as ORCA input:
```
! RIJCOSX wB97M-V def2-TZVPD def2/J DEFGRID3
* xyz 0 1
C -0.23 0.09 -0.03
C -1.68 -0.03 -0.09
N 0.58 0.10 -0.97
O 2.85 -1.06 -0.88
O 2.05 0.53 1.00
S 0.44 0.38 1.58
S 2.21 0.22 -0.65
H -1.93 -0.81 0.68
H -2.14 -0.30 -0.97
H -2.15 0.88 0.33
*
```

Computed properties:
highest occupied orbital energy: -9.56 eV
frontier orbital gap: 9.423 eV
LUMO energy: -0.14 eV

(c)
Here is 2 unconnected molecules or ions with the total composition C2H3NO2S2 from the OMol25 dataset. Energies are from ωB97M-V/def2-TZVPD.

Geometry as ORCA input:
```
! RIJCOSX wB97M-V def2-TZVPD def2/J DEFGRID3
* xyz 0 1
C -2.42 -0.54 -0.13
C 0.35 0.55 -1.55
N -2.89 -0.38 1.13
O -1.55 -1.10 -0.74
O -2.15 0.51 1.94
S -3.82 0.41 -0.29
S 0.56 1.39 -0.15
H -0.39 0.80 -2.27
H 1.09 -0.16 -1.88
H -1.25 0.90 1.57
*
```

Computed properties:
highest occupied orbital energy: -9.26 eV
frontier orbital gap: 8.219 eV
structure (SMILES): O=C1SN1O.C=S
LUMO energy: -1.04 eV

If we sort the structures by their calculated energies, the order from most to least stable is (b), (a), (c).

(a)
Here is C2H3BrO2 in the gas phase from the OMol25 dataset. Energies are from ωB97M-V/def2-TZVPD.

Geometry as ORCA input:
```
! RIJCOSX wB97M-V def2-TZVPD def2/J DEFGRID3
* xyz 0 1
C -0.08 -0.10 1.10
C 0.20 -0.12 -0.37
O -0.78 -0.85 0.20
O -0.14 1.05 -1.05
Br 1.55 -1.10 -1.36
H 0.60 -0.56 1.74
H -0.62 0.87 1.48
H -0.73 0.83 -1.74
*
```

Computed properties:
highest occupied orbital energy: -10.41 eV
frontier orbital gap: 11.124 eV
structure (SMILES): O[C@@]1(Br)CO1
LUMO energy: 0.71 eV

(b)
Here is 2 unconnected molecules or ions with the total composition C2H3BrO2 from the OMol25 dataset. Energies are from ωB97M-V/def2-TZVPD.

Geometry as ORCA input:
```
! RIJCOSX wB97M-V def2-TZVPD def2/J DEFGRID3
* xyz 0 1
C -0.91 0.23 0.07
C 1.20 -0.45 0.01
O -0.96 1.31 -0.79
O -1.07 1.41 0.72
Br -2.24 -1.14 0.05
H 1.18 -0.81 -1.05
H 1.43 -1.14 0.82
H 1.38 0.58 0.17
*
```

Computed properties:
highest occupied orbital energy: -9.55 eV
frontier orbital gap: 9.546 eV
LUMO energy: 0.00 eV

If we sort the structures by their calculated energies, the order from most to least stable is (a), (b).

(a)
Here is a molecular structure, C5H15N3 from the OMol25 dataset. Energies are from ωB97M-V/def2-TZVPD.

Geometry as ORCA input:
```
! RIJCOSX wB97M-V def2-TZVPD def2/J DEFGRID3
* xyz 0 1
N 1.30 -1.50 -0.54
C 0.97 -0.33 0.34
C 0.50 -0.85 1.74
C -0.77 -1.69 1.89
N -0.22 -3.34 1.23
C 0.15 0.73 -0.46
N -0.22 2.97 -2.07
C -0.52 4.01 -2.87
H 0.65 -1.58 -1.32
H 1.04 -2.32 0.03
H 1.91 0.16 0.58
H 0.25 0.03 2.38
H 1.35 -1.41 2.15
H -1.66 -1.02 1.87
H -0.69 -2.14 2.88
H -0.85 -3.93 1.78
H -0.93 -2.51 0.85
H -0.71 1.16 0.06
H 0.87 1.53 -0.53
H -0.29 0.31 -1.34
H -1.26 3.41 -1.68
H 0.24 4.68 -3.25
H -1.11 3.64 -3.70
*
```

Computed properties:
highest occupied orbital energy: -8.59 eV
frontier orbital gap: 8.322 eV
LUMO energy: -0.27 eV

(b)
Here is a molecular structure, C5H15N3 from the OMol25 dataset. Energies are from ωB97M-V/def2-TZVPD.

Geometry as ORCA input:
```
! RIJCOSX wB97M-V def2-TZVPD def2/J DEFGRID3
* xyz 0 1
C 1.21 -0.91 0.68
C 1.85 0.35 0.35
C 1.51 -2.12 -0.19
H 1.14 -1.13 1.74
H -0.08 -0.57 0.31
H 2.05 1.01 1.19
H 0.84 -2.95 0.05
H 1.35 -1.87 -1.24
H 2.68 0.31 -0.34
H 0.95 1.01 -0.22
H 2.54 -2.46 -0.06
C -1.15 0.14 -0.31
N -1.29 -0.61 -1.54
N -2.21 -0.04 0.65
N -0.91 2.48 0.42
C -0.59 1.43 -0.48
H -2.86 0.74 0.70
H -1.56 -1.57 -1.36
H -1.98 -0.19 -2.15
H -1.90 -0.27 1.58
H -0.28 3.26 0.33
H -0.89 2.18 1.39
H -0.41 1.76 -1.50
*
```

Computed properties:
highest occupied orbital energy: -7.24 eV
frontier orbital gap: 8.207 eV
LUMO energy: 0.96 eV

(c)
Here is C5H15N3 in the gas phase from the OMol25 dataset. Energies are from ωB97M-V/def2-TZVPD.

Geometry as ORCA input:
```
! RIJCOSX wB97M-V def2-TZVPD def2/J DEFGRID3
* xyz 0 1
C -2.46 0.12 -0.47
N -1.60 -0.36 0.62
C -0.09 -0.27 0.21
C 0.35 1.21 0.66
C 0.89 2.08 -0.39
N 2.01 1.57 -1.42
C 0.62 -1.55 0.91
N 0.47 -2.71 0.16
H -2.23 1.19 -0.77
H -3.47 0.03 -0.08
H -2.30 -0.49 -1.40
H -1.81 -1.37 0.75
H -0.05 -0.30 -0.84
H -0.62 1.70 1.00
H 0.95 1.15 1.63
H 0.14 2.49 -1.05
H 1.35 2.93 -0.11
H 1.68 0.68 -1.71
H 2.79 1.48 -0.79
H 0.05 -1.71 1.92
H 1.67 -1.17 1.07
H 0.49 -3.67 0.66
H 1.16 -3.02 -0.55
*
```

Computed properties:
highest occupied orbital energy: -8.83 eV
frontier orbital gap: 9.737 eV
structure (SMILES): CN[C@H](CN)CCN
LUMO energy: 0.91 eV

If we sort the structures by their calculated energies, the order from most to least stable is (c), (b), (a).

(a)
Here is 2 unconnected molecules or ions with the total composition C5H15N3 from the OMol25 dataset. Energies are from ωB97M-V/def2-TZVPD.

Geometry as ORCA input:
```
! RIJCOSX wB97M-V def2-TZVPD def2/J DEFGRID3
* xyz 0 1
C -0.91 0.33 0.26
C -0.75 -1.03 1.06
C 0.19 -2.01 0.44
C 1.31 1.08 1.03
C -1.81 0.14 -0.95
N 0.41 0.84 -0.10
N 0.42 1.84 -1.10
N 1.44 -0.67 -1.06
H -1.37 1.05 0.96
H 1.29 1.71 -1.60
H 0.39 2.76 -0.66
H 0.74 -0.65 -1.81
H 1.68 -1.61 -0.68
H -1.77 -1.41 1.15
H -0.42 -0.78 2.07
H -0.26 -2.71 -0.27
H 0.92 -2.46 1.11
H 2.24 1.49 0.65
H 0.85 1.76 1.75
H 1.52 0.12 1.51
H -1.87 1.04 -1.56
H -1.45 -0.68 -1.58
H -2.81 -0.14 -0.61
*
```

Computed properties:
highest occupied orbital energy (alpha / beta): -6.78 / -6.99 eV
frontier orbital gap (alpha / beta): 7.574 / 7.724 eV
LUMO energy (alpha / beta): 0.80 / 0.73 eV

(b)
Here is 2 unconnected molecules or ions with the total composition C5H15N3 from the OMol25 dataset. Energies are from ωB97M-V/def2-TZVPD.

Geometry as ORCA input:
```
! RIJCOSX wB97M-V def2-TZVPD def2/J DEFGRID3
* xyz 0 1
N 2.23 -0.87 -0.39
C 2.48 -1.72 0.70
N 1.57 -2.74 0.80
N 3.38 -1.58 1.59
H 3.03 -0.30 -0.63
H 1.93 -1.33 -1.24
H 0.96 -3.01 0.06
H 1.78 -3.43 1.50
H 3.98 -0.80 1.35
C -1.75 2.90 0.54
C -1.22 1.48 0.34
C -1.92 0.71 -0.76
C -1.26 -0.60 -1.15
H -1.52 3.51 -0.34
H -1.20 3.36 1.37
H -2.81 2.99 0.77
H -1.29 0.93 1.28
H -0.15 1.58 0.11
H -1.99 1.33 -1.66
H -2.94 0.48 -0.44
H -0.29 -0.46 -1.62
H -1.88 -1.13 -1.88
H -1.12 -1.28 -0.30
*
```

Computed properties:
highest occupied orbital energy: -8.98 eV
frontier orbital gap: 9.757 eV
structure (SMILES): N=C(N)N.CCCC
LUMO energy: 0.78 eV

If we sort the structures by their calculated energies, the order from most to least stable is (b), (a).